The following is a DFT calculation (ωB97M-V/def2-TZVPD) of a 11-piece molecular cluster, C23H69B2N2O13 overall in a non-equilibrium geometry.

Summary:
HOMO-LUMO gap in eV: 4.68
HOMO level in eV: -2.99
Maximum force in eV/Å: 2.67
Total energy in eV: -55915.9253

Geometry as ORCA input:
```
! wB97M-V def2-TZVPD RIJCOSX def2/J DEFGRID3
* xyz -1 1
C -2.632 -1.161 4.252
H 1.920 -3.083 2.640
H 0.672 5.111 -0.213
H -1.153 3.447 4.409
C 2.974 -2.319 -3.477
H 3.186 -3.431 -3.648
H -0.621 2.158 -3.183
H -4.170 0.987 -2.443
C 2.121 -2.019 2.800
H -0.709 3.898 0.359
O -5.740 -3.015 8.637
H -4.548 0.296 7.408
C 2.383 0.496 -1.856
H 0.179 2.950 2.609
C 0.180 3.552 -1.664
H -2.778 0.370 7.231
H -3.004 0.939 2.040
H -3.884 2.244 -4.344
H 2.414 -1.849 3.840
H -6.000 -3.066 -2.008
H 1.042 -2.837 -2.533
H 1.427 -0.968 -0.616
O -4.880 1.609 -2.649
H 4.421 -1.271 -2.165
H 2.456 1.128 -7.136
O 1.501 1.388 -1.126
O 0.963 -1.260 2.497
H -7.806 -2.955 8.621
O -3.544 -1.503 7.550
H -7.660 -2.494 -1.657
C -1.089 4.085 3.522
C 6.745 0.740 -0.295
H 0.044 0.424 1.810
O -6.171 -1.710 -0.460
H 2.926 3.054 -4.650
H 3.884 0.940 -3.261
N 2.890 1.044 -3.094
H 2.333 -6.707 -2.917
H -1.914 3.855 2.840
O -1.396 -1.404 3.585
H -7.057 -3.410 10.180
H 7.046 -1.050 -0.978
B -0.838 0.832 0.095
O 6.763 -0.210 -1.353
H 4.999 3.892 -1.851
H 0.937 0.980 -4.119
H 4.027 1.028 -6.208
H -6.996 -1.724 9.617
H 1.381 2.629 -5.622
C -2.502 -1.020 0.100
H -6.044 -0.970 -1.066
C -0.619 2.217 -2.050
H -3.491 0.107 8.841
H 0.254 -1.557 3.093
H -1.568 -1.510 -0.336
C 5.698 4.194 -2.636
C -3.147 1.201 0.938
H -1.155 5.131 3.825
H 3.939 -5.956 -1.456
H -4.252 1.032 0.702
C 1.491 -0.822 -1.756
C 1.976 -2.244 -2.248
H -1.391 -2.330 3.313
C 2.369 2.254 -5.214
H -4.279 -1.899 8.039
O 0.151 -0.376 -2.119
C -6.973 -2.766 9.302
H 7.747 0.840 0.132
N -2.286 0.437 0.015
H 2.930 -1.704 2.142
H -1.708 2.346 -1.730
H -6.855 -3.637 -0.555
H 2.406 -2.801 -1.354
H 1.777 -6.690 -1.216
H -5.742 -3.939 8.368
H 6.705 4.294 -2.219
H -3.522 3.150 -2.843
H -2.660 -0.119 4.568
B 0.094 0.885 -1.314
C 3.186 1.726 -6.500
C 2.102 -6.072 -2.057
C 0.017 4.229 -0.444
H 5.383 5.151 -3.049
H 4.584 -0.895 -4.002
H -3.388 -1.328 -0.548
C 4.432 -1.689 -3.212
H -3.462 -1.353 3.568
H 3.533 2.580 -7.164
C -4.304 2.655 -3.422
H -2.998 2.328 0.869
C -6.702 -2.786 -1.217
H 6.427 1.703 -0.694
C 2.043 0.952 -4.285
O 0.148 3.878 2.866
H 5.981 2.391 -3.288
H -5.081 3.379 -3.671
H 6.042 0.421 0.478
O -0.164 1.235 1.307
O 3.252 -5.323 -1.689
H 1.305 -5.380 -2.324
H 2.529 -1.980 -4.469
C -3.597 -0.103 7.773
H -2.712 -1.807 5.128
H 2.333 0.063 -4.923
H 5.260 -2.458 -3.241
H 3.269 0.274 -1.167
O 5.700 3.227 -3.677
H -2.601 -1.401 1.164
H 0.919 4.003 -2.397
*
```



The following is a DFT calculation (ωB97M-V/def2-TZVPD) of C23H70AgF2N7O16S2 as an isolated structure in a non-equilibrium geometry.

Summary:
⟨S²⟩: 0.755
HOMO-LUMO gap (spin up / spin down) in eV: 8.26 / 2.19
HOMO level (spin up / spin down) in eV: -11.17 / -11.17
Maximum force in eV/Å: 8.48
Total energy in eV: -99270.7135

Geometry as ORCA input:
```
! wB97M-V def2-TZVPD RIJCOSX def2/J DEFGRID3
* xyz 1 2
H 15.470 0.133 0.926
H 10.927 -1.727 -9.228
C 13.991 2.435 -6.213
H 15.242 2.939 -9.106
H 7.812 -0.527 -5.696
H 10.267 -5.832 -7.092
C 15.845 -8.745 -5.007
C 8.638 -4.107 -6.022
H 13.004 2.118 -5.861
H 17.473 -2.922 -1.162
C 15.012 -10.008 -4.748
H 19.101 -2.299 -0.946
H 9.606 -0.510 -5.866
H 17.909 -6.905 -7.423
H 11.247 -3.163 -1.465
H 11.985 -6.375 -5.245
C 15.860 0.994 -1.820
H 14.285 -4.809 -0.222
N 11.750 -7.256 -4.828
H 18.808 -3.847 -1.777
H 16.025 -8.158 -4.105
N 10.175 -8.835 -4.381
O 14.900 0.678 0.378
H 8.265 -3.861 -1.790
O 17.686 -2.598 -3.927
H 10.310 1.385 -2.847
H 19.881 -5.147 -5.224
H 17.181 -7.373 -1.680
H 20.405 -2.463 -3.875
C 17.995 -5.383 -6.069
H 12.065 -4.470 1.026
H 12.349 -0.256 -9.957
H 9.123 -2.244 -1.853
S 13.542 -2.037 -4.690
H 8.122 0.707 -3.490
O 15.170 -3.923 -2.893
H 15.594 2.033 -1.629
C 10.336 0.753 -3.738
C 18.451 -1.969 -2.923
H 11.463 -3.088 -8.165
H 8.339 -3.701 -5.055
H 16.315 -5.855 -1.507
H 18.627 -4.010 -4.745
H 8.608 2.701 -4.411
H 20.470 -1.361 -2.576
H 16.350 -10.933 -3.629
O 10.534 -4.882 -7.241
H 13.971 -9.736 -4.579
H 18.287 -8.137 0.583
H 8.199 -5.106 -6.036
C 12.894 -1.926 -8.869
H 8.873 -1.445 -4.710
F 13.813 -1.087 -5.982
C 14.910 0.174 -0.954
H 18.026 -1.011 -2.606
Ag 15.302 -3.823 -7.203
O 12.097 -1.972 -4.720
C 14.078 -4.017 0.500
N 18.532 -6.381 -6.832
N 14.298 -3.247 -5.361
H 11.060 1.161 -4.441
H 16.870 -2.980 -3.576
H 19.741 -0.847 -4.183
C 8.765 -0.456 -5.165
H 10.817 -9.052 -3.643
H 13.226 -5.057 2.158
H 14.035 1.073 -7.902
H 13.817 -3.170 -0.142
H 13.289 2.710 -8.221
H 15.931 -7.223 -0.432
C 12.981 -4.183 1.548
C 10.156 -4.052 -6.177
N 11.609 -2.315 -8.791
H 10.566 -4.354 -5.192
H 7.867 -2.847 0.007
O 12.867 -4.670 -3.561
H 11.996 -2.720 2.389
H 16.872 0.717 -1.527
H 10.443 -3.017 -6.353
H 14.661 1.866 -5.569
C 14.078 2.147 -7.717
H 8.177 -3.497 -6.800
C 10.444 -3.892 -1.587
H 10.492 -4.502 -2.488
O 8.768 1.958 -4.997
H 15.287 -8.140 -5.727
C 9.097 -3.254 -1.428
O 10.058 -7.547 -6.288
C 18.447 -2.825 -1.645
O 17.865 -7.381 0.998
O 15.312 2.702 -8.178
N 13.099 -0.789 -9.558
O 8.825 -2.909 -0.046
H 15.027 -3.732 0.960
O 15.433 -10.654 -3.551
C 16.731 -6.697 -0.949
C 10.578 -7.850 -5.207
H 17.598 -5.349 0.583
N 18.939 -4.821 -5.276
H 10.727 -4.564 -0.771
H 9.423 -9.415 -4.710
O 14.152 -1.279 -3.623
C 19.854 -1.629 -3.434
C 8.899 0.757 -4.255
H 13.875 0.230 -1.296
O 12.916 -2.953 2.241
H 14.069 3.504 -6.029
H 18.756 -6.110 -0.422
H 15.733 0.815 -2.888
H 16.859 -8.858 -5.398
F 14.698 -5.454 -4.699
O 16.835 -4.973 -6.154
H 14.039 -0.490 -9.747
H 15.035 -10.646 -5.634
H 12.197 -7.541 -3.975
S 14.155 -4.143 -3.910
H 10.740 -0.226 -3.475
C 17.812 -6.303 0.102
H 15.177 -0.887 -0.979
H 19.430 -6.754 -6.599
O 13.822 -2.503 -8.294
*
```



The following is a DFT calculation (ωB97M-V/def2-TZVPD) of a 10-piece molecular cluster, C23H70N4O11 overall in a non-equilibrium geometry.

Summary:
HOMO-LUMO gap in eV: 9.32
HOMO level in eV: -9.12
SMILES: COC[C@H](C)N.COC[C@H](C)N.COC[C@H](C)N.COC[C@H](C)N.OCCO.CO.CO.CO.CO.CO
Maximum force in eV/Å: 2.20
Total energy in eV: -53461.7901
Relative energy (zero: lowest compared OMol25 entry of this formula, charge and spin) in eV: 2.7779

Geometry as ORCA input:
```
! wB97M-V def2-TZVPD RIJCOSX def2/J DEFGRID3
* xyz 0 1
H 26.896 40.426 0.319
H 27.207 26.466 0.475
H 34.533 27.277 4.213
C 22.499 22.581 1.825
C 23.312 29.798 7.327
H 26.905 38.803 2.781
N 24.436 20.594 -2.092
H 25.287 20.496 -1.557
H 23.458 30.186 6.319
N 15.896 25.122 -2.996
H 15.968 23.748 -0.688
H 24.370 21.551 0.470
H 16.987 24.996 0.120
H 33.046 29.497 -1.390
H 26.883 38.188 1.084
H 24.292 18.840 0.032
H 22.543 18.831 0.057
H 29.030 39.424 0.751
H 27.523 33.662 -4.139
O 34.183 29.828 0.260
H 31.109 29.426 6.578
H 28.471 40.589 3.581
H 27.491 26.074 2.213
H 26.895 36.006 2.222
H 30.454 30.325 8.518
H 24.843 37.312 -6.093
O 30.325 29.979 6.541
H 20.185 27.051 -1.538
H 32.411 30.793 -0.426
H 27.121 25.358 -5.886
H 26.467 32.245 -4.386
C 30.448 30.905 7.596
H 25.791 33.717 -3.629
H 24.285 29.432 7.655
H 26.426 34.327 -8.311
H 23.447 22.622 2.361
C 26.081 35.139 -5.768
C 35.378 27.294 5.972
C 33.340 30.371 -0.809
H 25.920 35.723 -9.216
H 27.257 35.906 -8.071
H 26.073 37.560 -7.167
C 28.348 39.742 1.540
H 29.249 26.572 -4.532
H 29.830 39.582 3.063
H 15.682 26.283 -1.261
C 29.100 40.321 2.732
C 23.363 20.435 -1.126
H 19.363 28.459 -2.120
N 27.534 40.823 0.994
C 23.408 18.975 -0.590
C 27.793 26.691 1.366
C 26.303 35.408 -8.245
H 27.626 36.446 3.748
C 16.735 24.510 -0.822
H 25.514 35.528 -4.923
H 36.417 27.400 5.659
C 19.428 27.787 -1.264
C 23.428 21.544 -0.078
H 35.082 29.950 -0.053
H 28.568 35.463 2.712
O 22.370 21.472 0.881
H 28.078 28.172 2.521
H 24.451 35.127 -7.096
H 24.607 21.522 -2.451
C 25.406 35.649 -7.040
H 29.660 31.649 7.710
H 22.367 23.575 1.398
C 22.846 30.939 8.250
H 23.763 30.290 9.738
H 26.858 41.016 1.719
H 35.301 26.783 6.932
H 28.590 26.944 -6.058
H 33.805 31.175 -1.381
C 27.505 38.519 1.916
H 29.592 25.477 -5.901
H 18.415 25.895 -2.547
H 21.673 28.841 6.742
H 27.062 35.603 -5.664
N 25.199 37.079 -7.009
C 28.834 26.095 -5.420
H 16.610 24.668 -3.548
O 34.402 26.790 5.031
C 17.646 26.565 -2.162
H 17.426 27.277 -2.957
O 22.470 28.621 7.228
O 27.544 28.039 1.735
O 28.347 37.447 2.146
H 28.846 26.577 1.108
H 17.627 23.921 -1.031
H 23.393 18.263 -1.416
C 26.507 33.334 -4.357
H 35.071 28.315 6.198
C 16.432 25.685 -1.778
H 31.385 31.458 7.516
H 21.852 31.239 7.919
O 18.113 27.239 -1.029
O 26.124 33.736 -5.641
H 21.677 22.414 2.520
C 27.841 36.275 2.693
O 22.906 30.713 9.644
H 29.667 41.217 2.479
O 27.709 25.335 -5.128
H 23.493 31.789 8.030
H 23.370 22.499 -0.601
H 15.306 24.333 -2.774
H 19.731 28.374 -0.397
H 22.380 20.520 -1.589
*
```



The following is a DFT calculation (ωB97M-V/def2-TZVPD) of C23H71O30P7 as an isolated structure in a non-equilibrium geometry.

Summary:
HOMO-LUMO gap in eV: 9.57
HOMO level in eV: -9.13
Maximum force in eV/Å: 6.56
Total energy in eV: -151461.6558
Relative energy (zero: lowest compared OMol25 entry of this formula, charge and spin) in eV: 4.0533

Geometry as ORCA input:
```
! wB97M-V def2-TZVPD RIJCOSX def2/J DEFGRID3
* xyz 0 1
H -1.372 -23.660 18.664
H 0.486 -21.583 21.478
P -7.175 -27.698 16.224
C -1.648 -24.426 17.934
H 1.660 -24.275 23.485
H -2.209 -26.676 22.864
H 0.842 -21.829 19.795
O -2.091 -22.665 21.651
C -3.435 -27.720 16.812
C -2.037 -30.771 24.511
H 0.377 -24.847 24.652
O -0.818 -30.512 25.220
O -6.032 -27.838 17.321
H -7.172 -29.194 18.431
C -5.977 -29.508 14.726
H -3.119 -26.391 21.431
H 0.141 -29.991 22.913
O -7.166 -29.069 15.414
H -6.187 -33.227 17.955
O -0.265 -23.613 23.205
P -7.452 -32.120 19.988
H -7.386 -30.320 22.560
H -9.392 -34.522 19.042
O -7.078 -24.954 22.057
H -3.634 -27.374 15.798
P 2.923 -28.175 23.123
O 3.174 -29.272 24.261
H -4.354 -33.215 18.391
C 0.659 -24.672 23.618
H -3.176 -25.228 22.691
H -9.610 -26.154 19.656
H -4.302 -29.690 20.347
C -6.150 -28.820 18.348
C 0.451 -28.950 22.880
H 0.388 -28.550 23.899
O 2.589 -26.821 23.609
H 4.165 -29.017 26.100
H -4.325 -31.285 17.213
H -7.691 -34.749 19.357
H -0.693 -24.582 17.431
C 4.514 -29.532 21.494
H 1.018 -25.209 18.842
H 4.784 -30.254 25.022
H -2.639 -31.526 25.022
H -6.541 -24.594 14.799
H -0.138 -28.495 28.671
H -5.949 -24.531 19.471
H -4.870 -28.778 21.844
C -6.868 -32.504 17.504
O -7.626 -26.344 20.099
O -1.414 -25.200 21.557
H -5.467 -29.659 18.184
O -4.804 -31.262 18.042
H -4.281 -24.435 19.966
O -5.230 -26.104 20.679
H 3.652 -29.981 20.988
H -6.250 -31.794 16.960
C 0.785 -26.210 19.205
H -1.466 -29.308 29.451
O -6.055 -32.451 20.348
H -8.846 -35.249 20.565
O -7.707 -31.835 18.438
H -5.139 -28.817 14.765
H -1.776 -27.792 28.617
H -4.891 -32.293 19.855
O -1.053 -31.856 27.397
C -6.227 -24.170 22.867
C 4.353 -29.252 25.052
H -5.232 -24.597 22.984
H -3.666 -28.788 16.821
H -5.248 -25.208 15.758
C -8.639 -34.476 19.829
H -6.850 -25.106 16.485
C -4.237 -29.569 21.429
H -7.458 -33.051 16.768
H -6.328 -29.707 13.715
P -1.642 -26.993 18.541
C -2.489 -25.890 22.160
C -8.246 -30.736 22.041
H -9.306 -26.668 21.323
C -8.974 -26.770 20.290
O -6.676 -27.540 22.193
P -0.684 -30.582 26.792
H -4.075 -27.251 17.556
C -5.057 -25.134 19.649
O -2.049 -27.448 17.054
P -6.635 -26.336 21.350
H -2.391 -23.997 17.265
O -0.078 -26.834 18.259
O -2.230 -25.511 18.644
H 0.574 -25.595 23.054
H -2.535 -28.622 21.210
H -5.686 -30.455 15.176
O 0.858 -30.179 26.984
H 2.121 -29.360 25.606
H 5.097 -28.546 24.679
H -1.767 -31.062 23.504
H -3.254 -32.116 19.145
H -9.072 -30.046 22.215
O 0.158 -23.530 20.731
H 0.601 -28.465 25.826
H 1.748 -26.715 19.270
H -2.698 -29.906 24.477
H 4.795 -30.294 22.231
H -0.286 -28.317 22.384
H -4.582 -30.498 21.884
H 5.289 -29.397 20.745
O -8.008 -30.793 20.630
O -8.594 -33.174 20.380
O 1.745 -28.858 22.294
H -8.572 -31.696 22.438
O -1.506 -29.305 27.319
C -6.320 -25.340 15.560
C -4.319 -32.262 18.933
C 1.387 -29.027 26.337
O -2.910 -29.243 21.856
C -1.203 -28.716 28.572
H 1.816 -28.310 27.039
O -8.503 -27.293 16.721
H -6.147 -23.175 22.422
P -1.039 -23.669 21.806
H -5.823 -28.355 19.276
O -6.532 -26.685 15.161
H 1.941 -22.548 20.962
H -6.630 -23.970 23.862
H -9.130 -27.794 19.952
C 0.896 -22.307 20.776
O 4.181 -28.340 22.164
H -4.768 -25.602 18.710
H 0.367 -26.190 20.208
O -2.035 -27.852 19.662
*
```